Entry 1:
# C27H58HgNO11S5

A molecular structure, C27H58HgNO11S5 (ωB97M-V with the def2-TZVPD basis set, the OMol25 dataset).

Element x y z (Å)
Hg (2.9295, 1.3303, 2.0120)
C (0.2017, 0.6256, 0.0728)
O (1.2794, 1.3575, 0.5663)
H (-0.6431, 1.2370, -0.2677)
H (0.4695, -0.0303, -0.7649)
H (-0.2112, 0.0114, 0.8869)
C (-5.5354, -4.4822, -4.3559)
C (-4.1068, -3.9873, -4.1010)
N (-4.0330, -2.6407, -3.5140)
C (-4.7460, -1.6130, -4.2938)
C (-4.2002, -1.4371, -5.7163)
C (-2.6371, -2.3028, -3.2946)
C (-2.4357, -1.1529, -2.3065)
H (-5.5633, -5.4058, -4.9333)
H (-6.0782, -3.7738, -4.9850)
H (-6.1042, -4.5975, -3.4338)
H (-3.5377, -4.6361, -3.4324)
H (-3.5850, -4.1587, -5.0543)
H (-5.8130, -1.8132, -4.3460)
H (-4.5991, -0.6429, -3.8187)
H (-3.2655, -0.8686, -5.7428)
H (-3.9312, -2.3523, -6.2389)
H (-4.8925, -0.7923, -6.2631)
H (-2.0896, -2.0898, -4.2256)
H (-2.0512, -3.1633, -2.9571)
H (-2.8297, -0.2012, -2.6657)
H (-1.3517, -1.0659, -2.2005)
H (-2.9333, -1.3004, -1.3484)
C (0.9475, -4.9263, -0.0447)
C (0.6363, -3.4490, -0.3216)
C (1.8046, -2.6304, 0.2161)
S (3.3496, -3.5894, -0.0766)
O (4.1486, -3.8052, 1.1124)
O (3.9362, -3.1019, -1.3181)
C (2.4086, -5.0936, -0.5320)
H (0.3392, -5.6112, -0.6335)
H (0.8890, -5.2836, 0.9852)
H (-0.3439, -3.1008, 0.0025)
H (0.5876, -3.3458, -1.4096)
H (1.6772, -2.4799, 1.2914)
H (1.8980, -1.6333, -0.2152)
H (2.9794, -5.9512, -0.1822)
H (2.3004, -5.1592, -1.6141)
C (0.4220, 5.8448, -0.6242)
C (-0.5716, 6.6184, -1.5147)
C (-2.0117, 6.0417, -1.4610)
S (-1.9339, 4.8174, -0.0800)
O (-2.7334, 3.6331, -0.3364)
O (-2.0912, 5.5644, 1.1563)
C (-0.1756, 4.5013, -0.2658)
H (0.4402, 6.3860, 0.3292)
H (1.4655, 5.8797, -0.9259)
H (-0.1808, 6.6558, -2.5343)
H (-0.6130, 7.6817, -1.2775)
H (-2.2133, 5.4731, -2.3662)
H (-2.7788, 6.7809, -1.2599)
H (-0.0993, 3.7470, -1.0591)
H (0.2235, 3.9180, 0.5662)
C (-0.5656, 3.3798, 5.9653)
C (-1.4671, 2.6677, 4.9609)
C (-1.1291, 3.1957, 3.5537)
S (0.6173, 3.8020, 3.6510)
O (0.5720, 5.2248, 3.4428)
O (1.5028, 2.9221, 2.8803)
C (0.8505, 3.4439, 5.4281)
H (-0.6757, 2.9745, 6.9683)
H (-0.9339, 4.4129, 6.0000)
H (-2.5144, 2.7991, 5.2226)
H (-1.2788, 1.5902, 4.9470)
H (-1.6383, 4.1492, 3.4042)
H (-1.2213, 2.5873, 2.6580)
H (1.5639, 4.0021, 6.0255)
H (1.1695, 2.3942, 5.4269)
C (0.7495, -3.5086, 4.6693)
C (-0.2855, -3.0455, 3.6369)
C (-0.5573, -1.5683, 3.7904)
S (0.9075, -0.8664, 4.5773)
O (0.6087, -0.2994, 5.8669)
O (1.5951, -0.0491, 3.5929)
C (1.8096, -2.3985, 4.7534)
H (1.0774, -4.5239, 4.4704)
H (0.1660, -3.5325, 5.5967)
H (-1.1734, -3.6802, 3.6362)
H (0.1073, -3.3260, 2.6494)
H (-1.3003, -1.4198, 4.5795)
H (-0.8447, -0.9884, 2.9178)
H (2.3633, -2.3456, 5.6883)
H (2.4909, -2.5214, 3.9111)
C (3.4840, 0.5689, -3.2392)
C (4.7007, -0.3417, -3.0263)
C (5.1065, -0.2149, -1.5488)
S (4.9025, 1.5334, -1.1693)
O (6.1397, 2.1891, -1.5200)
O (4.3274, 1.6509, 0.1655)
C (3.5915, 1.8763, -2.4525)
H (2.6044, -0.0031, -2.9288)
H (3.2678, 0.7181, -4.2976)
H (5.5771, 0.0718, -3.5313)
H (4.5196, -1.3959, -3.2103)
H (6.1156, -0.5063, -1.2751)
H (4.3587, -0.7593, -0.9703)
H (3.5898, 2.8221, -2.9818)
H (2.7356, 1.8817, -1.7698)

As for the charge: +1. As for the LUMO energy: -0.19066 Ha. For the electronic energy, the calculation gives -4089.88357 Ha. The highest occupied orbital energy is -10.08 eV. Its orbital gap is 4.89 eV.

Entry 2:
# C27H58IN9O10P

6 unconnected molecules or ions with the total composition C27H58IN9O10P (ωB97M-V with the def2-TZVPD basis set, the OMol25 dataset).

Element x y z (Å)
C (5.4947, -1.4521, -2.5846)
C (4.0930, -0.5395, -2.5723)
C (3.1034, -0.9819, -3.8016)
I (4.0075, -0.3024, -5.7246)
C (1.6040, -0.3213, -3.7636)
N (1.1023, -0.1075, -5.2009)
C (0.4507, -1.2998, -5.5355)
O (0.2540, -2.5447, -6.0284)
O (0.4736, -1.1308, -3.2022)
P (0.4062, -0.7554, -1.4670)
N (0.5774, -0.8544, 0.3078)
N (-0.3449, -2.4099, -1.3904)
C (-1.3260, 0.0451, -1.5349)
C (-1.9756, 0.4272, -0.0789)
C (-1.3286, 1.7562, 0.6396)
O (-1.5839, 1.9308, 1.9617)
O (-0.4687, 2.7642, -0.0217)
O (1.2810, 0.7851, -1.6021)
C (1.3731, 1.1408, -3.0268)
C (2.3189, 2.3887, -3.5122)
C (2.3863, 3.6565, -2.4751)
C (1.1639, 4.7805, -2.2892)
N (3.5741, 3.7979, -1.7459)
H (6.3290, -0.8142, -2.0171)
H (5.3746, -2.4819, -2.0419)
H (5.8964, -1.6083, -3.6865)
H (4.4739, 0.5856, -2.6347)
H (3.6478, -0.6720, -1.4987)
H (2.9705, -2.1593, -3.7696)
H (1.6485, -1.5406, -1.4561)
H (1.5517, -1.1745, 0.5108)
H (-0.0670, -1.5495, 0.7441)
H (-1.2570, -2.3796, -0.8842)
H (-0.6138, -2.6553, -2.3905)
H (-1.3930, 1.0230, -2.2005)
H (-2.0717, -0.7289, -2.0522)
H (-2.0216, -0.5278, 0.6353)
H (-3.1204, 0.6944, -0.2871)
H (0.3292, 2.8719, 0.5888)
H (0.3192, 1.4521, -3.4794)
H (3.4165, 2.0971, -3.7997)
H (1.8270, 2.8057, -4.5168)
H (1.4996, 5.5824, -1.4945)
H (1.0647, 5.3596, -3.3277)
H (0.1211, 4.2936, -2.0776)
H (4.2462, 3.0214, -2.0082)
C (-2.4155, -3.7497, -4.0629)
C (-3.4324, -3.0656, -3.1941)
O (-3.1359, -2.1347, -2.4481)
N (-4.7218, -3.5067, -3.2494)
C (-5.2632, -4.5763, -4.0546)
H (-1.4348, -3.2907, -3.9116)
H (-2.3473, -4.8075, -3.7947)
H (-2.6901, -3.6396, -5.1155)
H (-5.3494, -2.9992, -2.6378)
H (-6.0446, -4.1572, -4.6927)
H (-5.7045, -5.3158, -3.3823)
H (-4.5051, -5.0554, -4.6750)
C (-10.3705, -3.6793, -2.8349)
C (-8.9384, -3.3038, -2.5801)
O (-8.0515, -4.1469, -2.4630)
N (-8.6324, -1.9786, -2.4786)
C (-9.5247, -0.8481, -2.5858)
H (-10.4605, -4.7674, -2.8911)
H (-11.0008, -3.3220, -2.0160)
H (-10.7034, -3.2551, -3.7860)
H (-7.6501, -1.8023, -2.3069)
H (-9.1757, -0.2183, -3.4074)
H (-9.4707, -0.2847, -1.6513)
H (-10.5567, -1.1481, -2.7705)
C (0.0759, 1.7634, 6.6669)
C (-1.2829, 1.3120, 7.1216)
O (-1.5263, 1.0510, 8.2980)
N (-2.2655, 1.1941, 6.1831)
C (-2.1776, 1.4520, 4.7649)
H (0.7533, 1.8101, 7.5238)
H (0.4822, 1.0517, 5.9432)
H (0.0085, 2.7611, 6.2246)
H (-3.1523, 0.8860, 6.5626)
H (-2.9061, 2.2270, 4.5161)
H (-2.4361, 0.5311, 4.2370)
H (-1.1821, 1.7778, 4.4616)
C (8.7316, -3.8202, -0.2796)
C (7.8556, -2.6608, 0.1015)
O (7.5421, -1.7852, -0.7024)
N (7.4032, -2.5956, 1.3865)
C (7.6584, -3.5179, 2.4681)
H (9.0134, -3.7371, -1.3327)
H (9.6432, -3.8126, 0.3240)
H (8.1890, -4.7590, -0.1399)
H (6.8196, -1.7885, 1.5693)
H (6.6980, -3.9039, 2.8173)
H (8.1407, -2.9649, 3.2775)
H (8.2960, -4.3491, 2.1651)
C (3.2087, 5.9411, 7.6302)
C (1.9663, 5.2325, 7.1704)
O (1.9967, 4.0984, 6.6972)
N (0.7752, 5.8859, 7.2905)
C (0.5348, 7.2094, 7.8162)
H (4.0783, 5.2975, 7.4725)
H (3.3489, 6.8594, 7.0537)
H (3.1352, 6.1677, 8.6973)
H (-0.0165, 5.3474, 6.9609)
H (-0.1504, 7.1181, 8.6621)
H (0.0617, 7.8043, 7.0314)
H (1.4519, 7.7010, 8.1423)

As for the charge: -1. As for the LUMO energy: 0.06901 Ha. For the electronic energy, the calculation gives -2947.62116 Ha. The highest occupied orbital energy is -4.50 eV. Its orbital gap is 6.38 eV.

Entry 3:
# C27H58NP3Pt

A molecular structure, C27H58NP3Pt (ωB97M-V with the def2-TZVPD basis set, the OMol25 dataset).

Element x y z (Å)
P (-4.4679, 1.5491, 0.1942)
P (-4.0234, -2.1134, -0.4905)
C (-5.5729, 0.2742, -0.5627)
C (-5.5110, -1.1425, 0.0773)
H (-5.3740, 0.2221, -1.6549)
H (-6.6020, 0.6764, -0.4770)
H (-5.5084, -1.1321, 1.1894)
H (-6.3956, -1.7227, -0.2469)
C (-4.6773, -2.7478, -2.1251)
H (-3.8506, -3.2494, -2.6543)
H (-5.0714, -1.9234, -2.7488)
H (-5.4766, -3.4864, -1.9799)
C (-4.1512, -3.6409, 0.4952)
H (-4.8802, -4.3326, 0.0430)
H (-4.4406, -3.4161, 1.5275)
H (-3.1681, -4.1212, 0.4805)
C (-5.1098, 3.0446, -0.6251)
H (-4.4549, 3.8964, -0.3755)
H (-6.1256, 3.2725, -0.2735)
H (-5.1455, 2.9052, -1.7166)
C (-4.9290, 1.7535, 1.9337)
H (-5.0180, 0.7736, 2.4333)
H (-5.9010, 2.2601, 1.9928)
H (-4.1761, 2.3907, 2.4216)
Pt (0.2625, 1.4660, 1.2509)
C (-1.3396, -2.4799, 0.3351)
C (-0.9844, -1.7229, -0.7423)
C (-1.8176, -0.9588, -1.7135)
C (-2.3791, 0.4953, -1.5441)
C (-2.7257, 1.2148, -0.1846)
C (-1.9950, 0.7652, 1.1381)
C (-2.3899, -0.5928, 1.6192)
C (-1.3396, -1.7253, 1.6681)
C (0.4046, 3.4498, 1.0515)
H (-1.1449, -3.5596, 0.3469)
H (0.0855, -1.4680, -0.8613)
H (-2.5772, -1.6470, -2.1510)
H (-1.0896, -0.8353, -2.5341)
H (-1.5811, 1.1061, -2.0007)
H (-3.2329, 0.6462, -2.2446)
H (-2.3819, 2.2609, -0.3513)
H (-2.1607, 1.4991, 1.9620)
H (-3.1949, -0.9303, 0.8920)
H (-2.8835, -0.5423, 2.6100)
H (-0.3690, -1.2700, 1.9239)
H (-1.6364, -2.4507, 2.4658)
H (1.1424, 3.8122, 1.7988)
H (-0.5978, 3.8596, 1.2533)
H (0.6864, 3.6601, 0.0019)
C (2.6813, -2.5294, 0.2133)
C (3.7209, -1.4885, 0.6419)
C (3.7803, -1.5236, 2.1712)
C (5.1086, -1.8801, 0.0787)
P (3.2028, 0.2061, 0.0817)
N (1.5958, 0.3205, 0.5093)
C (4.1149, 1.5669, 0.9887)
C (5.6337, 1.3571, 0.9996)
C (3.8019, 2.9132, 0.3200)
C (3.5965, 1.6376, 2.4423)
C (3.3199, 0.3819, -1.7901)
C (2.8478, -0.9018, -2.4834)
C (2.3931, 1.5134, -2.2567)
C (4.7624, 0.6774, -2.2418)
H (2.8258, -3.4464, 0.7997)
H (2.7619, -2.8090, -0.8374)
H (1.6715, -2.1660, 0.4083)
H (3.9249, -2.5633, 2.4975)
H (4.6084, -0.9450, 2.5879)
H (2.8340, -1.1772, 2.5983)
H (5.0986, -2.0601, -1.0055)
H (5.8821, -1.1316, 0.2949)
H (5.4237, -2.8203, 0.5581)
H (6.0468, 1.2596, -0.0068)
H (6.0861, 2.2465, 1.4530)
H (5.9447, 0.4975, 1.5937)
H (2.7189, 3.1020, 0.2865)
H (4.2504, 3.7119, 0.9319)
H (4.2340, 2.9953, -0.6835)
H (2.4950, 1.5022, 2.4957)
H (4.0761, 0.8948, 3.0866)
H (3.8179, 2.6364, 2.8496)
H (1.8528, -1.2039, -2.1394)
H (2.7691, -0.7022, -3.5620)
H (3.5508, -1.7329, -2.3692)
H (2.7854, 2.5072, -2.0311)
H (2.2800, 1.4514, -3.3488)
H (1.3992, 1.4148, -1.8060)
H (5.1229, 1.6626, -1.9302)
H (5.4750, -0.0821, -1.9027)
H (4.7749, 0.6648, -3.3413)

Its spin multiplicity is 3. As for the LUMO energy (alpha / beta): 0.00709 / 0.00678 Ha. Its expectation value of S² is 2.008. For the electronic energy, the calculation gives -2261.30980 Ha. The highest occupied orbital energy (alpha / beta) is -4.70 / -4.71 eV. Its orbital gap (alpha / beta) is 4.90 / 4.89 eV.

Entry 4:
# C27H59B2BeBrCaF3N8O19S3

A molecular structure, C27H59B2BeBrCaF3N8O19S3 (ωB97M-V with the def2-TZVPD basis set, the OMol25 dataset).

Element x y z (Å)
C (6.3952, 3.0632, 3.3425)
C (5.0972, 2.4300, 3.9092)
C (4.7345, 1.0780, 3.2315)
C (3.2395, 0.6973, 3.3666)
C (3.1610, -0.6175, 4.1861)
C (2.4497, 0.6194, 2.0057)
B (3.1850, -0.4324, 1.0070)
O (2.7401, -0.6048, -0.2839)
O (4.2404, -1.1749, 1.4039)
C (4.0458, -2.5955, 1.3621)
N (1.1422, 0.0080, 2.3466)
C (0.8011, -1.3087, 1.9606)
O (1.0479, -2.3264, 2.5985)
O (0.1039, -1.3724, 0.9346)
C (0.0757, 0.8066, 2.8073)
C (-0.3401, 1.7713, 1.6584)
B (-1.6704, 1.2991, 0.8536)
O (-1.6266, 1.4267, -0.5474)
N (-2.8222, 0.7530, 1.4797)
C (-3.0920, 1.3606, 2.8035)
C (-3.9976, 1.0400, 0.5945)
N (0.7909, 1.8843, 0.7123)
C (2.1638, 2.0330, 1.3493)
C (2.9951, 2.4299, 0.0821)
C (4.5033, 2.6890, 0.1984)
C (5.3793, 1.6734, -0.5689)
Br (4.8440, 4.4519, -0.6852)
C (2.1890, 3.3029, 2.2794)
O (1.5235, 3.4599, 3.4142)
O (2.7694, 4.3113, 1.9554)
H (7.1004, 3.1476, 4.1602)
H (6.1888, 4.0765, 2.9872)
H (6.8483, 2.4699, 2.5478)
H (4.2602, 3.1392, 3.9217)
H (5.2864, 2.1793, 4.9606)
H (5.1539, 1.0457, 2.2237)
H (5.3059, 0.3419, 3.8009)
H (2.7791, 1.4181, 4.0554)
H (2.1445, -0.8762, 4.4810)
H (3.7152, -1.4362, 3.7344)
H (3.6812, -0.3777, 5.1232)
H (3.5345, -0.8195, -0.8049)
H (3.8756, -3.0254, 2.3540)
H (3.2202, -2.9230, 0.7234)
H (4.9581, -3.0614, 0.9822)
H (0.2600, 1.2893, 3.7736)
H (-0.7884, 0.1562, 2.9695)
H (-0.5578, 2.7545, 2.1241)
H (-1.6827, 2.3729, -0.7373)
H (-2.7322, 0.6678, 3.5733)
H (-4.1510, 1.5064, 3.0014)
H (-2.5506, 2.3166, 2.9914)
H (-3.9931, 2.1008, 0.3030)
H (-4.9451, 0.8671, 1.1073)
H (-4.0046, 0.4115, -0.2928)
H (0.8518, 1.0791, 0.0569)
H (0.6281, 2.6898, 0.1052)
H (2.5452, 3.3997, -0.1830)
H (2.7485, 1.8111, -0.7865)
H (4.7873, 2.8841, 1.2298)
H (6.0877, 2.1921, -1.2106)
H (4.7152, 1.1458, -1.2584)
H (5.8954, 0.9167, 0.0557)
Ca (-0.3748, 4.6257, 2.5319)
N (-1.2532, -4.2946, -0.7325)
S (-2.5434, -4.4029, -1.6297)
O (-3.1966, -5.6762, -1.6656)
O (-2.5474, -3.6474, -2.8482)
F (-3.5360, -3.5570, -0.7243)
S (-0.0265, -5.1102, -1.3085)
O (1.0139, -5.2791, -0.3539)
O (0.3756, -4.8048, -2.6438)
F (-0.5989, -6.5858, -1.4344)
O (4.8113, 6.1046, 3.1723)
H (4.0794, 5.6824, 2.7068)
H (4.5973, 5.9991, 4.1045)
F (6.0840, -0.7970, -0.5142)
C (-4.5280, -4.5475, -6.8352)
C (-4.1672, -3.0774, -7.0311)
O (-4.8932, -2.3718, -7.6791)
C (-2.8990, -2.5838, -6.3906)
H (-5.4639, -4.7651, -7.3495)
H (-3.7405, -5.1829, -7.2512)
H (-4.6605, -4.7529, -5.7597)
H (-2.0427, -3.1325, -6.7859)
H (-2.9498, -2.7133, -5.3060)
H (-2.7730, -1.5271, -6.6146)
Be (-4.6236, -6.6142, -5.2582)
C (3.7572, 8.2676, -1.2666)
C (2.4188, 8.5491, -1.7869)
N (1.3628, 8.7577, -2.1962)
H (4.5100, 8.4950, -2.0185)
H (3.9451, 8.8724, -0.3816)
H (3.8189, 7.2154, -1.0016)
O (-8.0908, -2.8976, -3.3569)
S (-9.0832, -2.3531, -4.2392)
O (-9.5203, -3.0750, -5.3906)
O (-8.6154, -0.8964, -4.6747)
C (-7.3129, -0.7714, -5.2806)
C (-7.2823, -1.2580, -6.7156)
C (-10.4964, -1.8712, -3.3071)
H (-6.5709, -1.2880, -4.6667)
H (-7.0665, 0.2891, -5.2590)
H (-7.4589, -2.3304, -6.7786)
H (-6.3130, -1.0533, -7.1643)
H (-8.0605, -0.7669, -7.3015)
H (-10.1736, -1.2956, -2.4438)
H (-10.9994, -2.7817, -2.9880)
H (-11.1539, -1.2865, -3.9450)
C (8.6790, 0.5679, 5.1763)
O (8.4818, 1.4796, 4.3895)
N (7.9907, -0.6127, 5.1186)
N (9.6047, 0.6498, 6.1778)
H (8.1380, -1.3747, 5.7522)
H (7.3076, -0.7096, 4.3906)
H (10.1291, 1.5016, 6.2475)
H (9.7834, -0.0869, 6.8328)
C (-7.5253, -4.7371, -0.6717)
N (-7.6702, -4.6693, 0.8082)
O (-8.7092, -5.0680, 1.2906)
O (-6.7347, -4.2149, 1.4300)
H (-8.4322, -5.1583, -1.0895)
H (-7.3679, -3.7253, -1.0317)
H (-6.6674, -5.3676, -0.8891)

As for the charge: +1. As for the LUMO energy: -0.30352 Ha. For the electronic energy, the calculation gives -7741.31200 Ha. The highest occupied orbital energy is -9.63 eV. Its orbital gap is 1.37 eV.

Values of maximum force, in order: 2.62; 10.36; 4.76; 3.38, all in eV/Å.